C5H21NO5 | ωB97M-V/def2-TZVPD

Bonds (Å) are listed after each position.
Cartesian coordinates (Å):
1 C 0.874 -1.374 -0.796  C2 1.558, C3 1.534, H8 1.101, H9 1.077
2 C 1.852 -0.249 -0.341  C1 1.558, H10 1.080, H11 1.097, H12 1.087
3 C 0.573 -2.201 0.459  C1 1.534, N4 1.444, H13 1.100, H14 1.091
4 N -0.159 -1.474 1.470  C3 1.444, C5 1.461, H15 1.015
5 C -1.526 -1.134 1.078  N4 1.461, C6 1.514, H16 1.089, H17 1.090
6 C -1.854 0.297 1.449  C5 1.514, O7 1.432, H18 1.098, H19 1.098
7 O -1.545 1.187 0.371  C6 1.432, H20 0.959
8 H 1.409 -1.934 -1.578  C1 1.101
9 H 0.011 -1.010 -1.328  C1 1.077
10 H 1.305 0.535 0.160  C2 1.080
11 H 2.425 -0.716 0.470  C2 1.097
12 H 2.584 0.050 -1.086  C2 1.087
13 H 0.010 -3.102 0.175  C3 1.100
14 H 1.521 -2.634 0.780  C3 1.091
15 H 0.338 -0.614 1.678  N4 1.015
16 H -1.723 -1.324 0.025  C5 1.089
17 H -2.195 -1.825 1.589  C5 1.090
18 H -2.894 0.406 1.784  C6 1.098
19 H -1.258 0.567 2.331  C6 1.098
20 H -2.343 1.645 0.101  O7 0.959
21 H -0.079 0.731 -3.433  O23 0.959
22 H 0.860 1.817 -2.643  O23 0.960
23 O -0.014 1.458 -2.811  H21 0.959, H22 0.960
24 H 0.667 3.708 -0.098  O26 0.959
25 H 0.182 2.142 -0.183  O26 0.967
26 O 0.906 2.780 -0.121  H24 0.959, H25 0.967
27 H 1.955 2.061 2.462  O29 0.970
28 H 2.154 0.702 3.159  O29 0.962
29 O 1.617 1.152 2.499  H27 0.970, H28 0.962
30 H -1.917 0.230 -2.707  O32 0.975
31 H -1.810 -1.151 -2.028  O32 0.965
32 O -1.926 -0.728 -2.888  H30 0.975, H31 0.965

Output
- Frontier orbital gap: 9.07 eV
- Molar mass: 175.2 u
- HOMO: -8.55 eV
- LUMO energy: 0.51 eV
- Energy: -634.0140 hartree